[1]
Entry from the OMol25 dataset: an isolated ion of composition C2H4N3 and charge +1 at a distorted geometry (ωB97M-V/def2-TZVPD).

Geometry as ORCA input:
```
! wB97M-V def2-TZVPD RIJCOSX def2/J DEFGRID3
* xyz 1 1
H 2.11 -1.91 0.62
N 1.50 -1.27 0.18
C 1.21 -0.24 0.79
N 0.50 0.75 0.03
N -0.61 0.69 -0.33
C -1.69 0.59 -0.90
H 1.28 0.10 1.79
H -2.46 0.95 -0.23
H -1.83 0.34 -1.96
*
```

- LUMO level: -0.232 hartree
- E_HOMO: -15.978 eV
- Structure (SMILES): [H]/N=C/N=[N+]=C
- Kohn-Sham gap: 0.3549 hartree

[2]
Entry from the OMol25 dataset: C37H30CaF6N3O4P2S6SbSe2 as an isolated structure at a distorted geometry (ωB97M-V/def2-TZVPD).

Geometry as ORCA input:
```
! wB97M-V def2-TZVPD RIJCOSX def2/J DEFGRID3
* xyz -2 1
Ca 0.25 0.96 -0.28
F -0.54 5.31 1.96
C 0.06 4.21 2.39
F 1.36 4.31 2.22
F -0.25 3.96 3.64
S -0.58 2.80 1.46
O 0.22 1.65 1.88
O -2.01 2.78 1.65
N -0.14 3.25 -0.08
S -1.29 3.03 -1.22
O -1.62 1.58 -1.27
O -2.36 3.97 -1.26
C -0.29 3.42 -2.76
F -0.72 2.59 -3.67
F -0.57 4.67 -3.10
F 0.99 3.30 -2.53
S 3.19 -3.09 -3.88
Sb 3.22 -1.42 -2.33
S 2.76 -2.64 -0.20
S 1.37 -0.01 -2.45
S 5.17 -0.32 -1.97
Se 1.40 -1.29 0.96
Se 0.41 -1.16 4.40
C -1.32 -1.21 3.57
C -2.44 -1.77 4.27
C -3.72 -1.69 3.77
C -3.95 -1.04 2.56
C -2.84 -0.57 1.90
N -1.56 -0.66 2.33
C 2.78 0.05 1.29
C 3.87 -0.24 2.09
C 4.91 0.66 2.12
C 4.85 1.81 1.36
C 3.72 2.04 0.61
N 2.69 1.18 0.58
H -2.23 -2.25 5.22
H -4.54 -2.12 4.34
H -4.95 -0.91 2.15
H -2.98 -0.06 0.94
H 3.89 -1.16 2.65
H 5.79 0.45 2.72
H 5.67 2.52 1.32
H 3.62 2.92 -0.01
C -3.84 -1.52 -1.59
P -2.03 -1.67 -1.29
C -1.41 -1.95 -3.00
C -1.63 -0.89 -3.88
C -1.04 -0.86 -5.14
C -0.18 -1.89 -5.52
C 0.04 -2.94 -4.65
C -0.58 -2.98 -3.41
C -1.75 -3.20 -0.35
C -0.45 -3.69 -0.22
C -0.16 -4.71 0.69
C -1.17 -5.24 1.49
C -2.46 -4.74 1.38
C -2.74 -3.73 0.47
P -5.05 -2.67 -2.42
C -5.93 -3.44 -0.98
C -6.39 -4.76 -1.02
C -7.16 -5.29 0.02
C -7.51 -4.51 1.11
C -7.09 -3.18 1.15
C -6.33 -2.66 0.11
C -4.12 -4.08 -3.13
C -3.98 -4.07 -4.52
C -3.31 -5.10 -5.19
C -2.78 -6.16 -4.47
C -2.90 -6.18 -3.08
C -3.57 -5.15 -2.42
H -3.90 -0.61 -2.18
H -4.28 -1.25 -0.63
H -2.22 -0.03 -3.57
H -1.21 -0.02 -5.80
H 0.34 -1.84 -6.47
H 0.75 -3.72 -4.92
H -0.38 -3.82 -2.75
H 0.38 -3.27 -0.79
H 0.86 -5.04 0.79
H -0.94 -6.01 2.22
H -3.25 -5.12 2.01
H -3.75 -3.34 0.43
H -6.14 -5.39 -1.86
H -7.49 -6.32 -0.04
H -8.10 -4.92 1.92
H -7.36 -2.55 1.99
H -6.04 -1.61 0.17
H -4.40 -3.24 -5.09
H -3.20 -5.06 -6.27
H -2.25 -6.95 -4.98
H -2.47 -6.99 -2.51
H -3.64 -5.18 -1.34
*
```

- LUMO level: 0.141 hartree
- E_HOMO: -1.814 eV
- Kohn-Sham gap: 0.2078 hartree

[3]
Entry from the OMol25 dataset: a 5-piece molecular cluster, C4H15NO7 overall at a distorted geometry (ωB97M-V/def2-TZVPD).

Geometry as ORCA input:
```
! wB97M-V def2-TZVPD RIJCOSX def2/J DEFGRID3
* xyz 0 1
C -0.64 1.51 1.45
C -1.97 1.62 0.71
C -1.94 0.64 -0.48
O -1.50 1.05 -1.54
N -1.74 -0.72 -0.26
C -2.02 -1.34 0.98
O -2.96 -0.96 1.62
O -1.13 -2.24 1.36
H -0.50 2.37 2.10
H -0.64 0.70 2.17
H 0.20 1.33 0.78
H -2.81 1.35 1.34
H -2.17 2.59 0.28
H -1.17 -1.15 -0.96
H -0.47 -2.34 0.72
O 2.53 -2.60 0.39
H 1.61 -2.31 0.25
H 2.68 -2.88 1.29
O 0.46 -2.17 -1.21
H 0.73 -3.03 -1.54
H 0.94 -1.43 -1.63
O 2.81 2.44 -0.65
H 2.66 2.83 0.22
H 2.56 3.18 -1.22
O 1.56 0.20 -2.13
H 2.22 0.88 -2.22
H 0.70 0.50 -1.82
*
```

- LUMO level: 0.011 hartree
- E_HOMO: -10.225 eV
- Structure (SMILES): CCC(=O)NC(=O)O.O.O.O.O
- Kohn-Sham gap: 0.3866 hartree

[4]
Entry from the OMol25 dataset: an isolated ion of composition C3H7N2S2 and charge +1 at a distorted geometry (ωB97M-V/def2-TZVPD).

Geometry as ORCA input:
```
! wB97M-V def2-TZVPD RIJCOSX def2/J DEFGRID3
* xyz 1 1
C -0.69 0.24 1.19
C -0.18 -1.87 0.31
C 0.50 0.90 -0.79
N 0.13 0.96 0.51
N -0.90 -1.06 1.07
S -0.28 -0.42 -1.73
S 1.74 1.98 -1.40
H -1.09 0.77 2.05
H 0.82 -1.57 0.19
H -0.49 -2.86 0.06
H 0.40 1.76 1.06
H -1.86 -1.35 1.05
H 0.59 -0.55 -2.80
H 1.29 3.07 -0.77
*
```

- LUMO level (spin up / spin down): -0.161 / -0.161 hartree
- E_HOMO (spin up / spin down): -11.601 / -11.600 eV
- Kohn-Sham gap (spin up / spin down): 0.2656 / 0.2656 hartree

[5]
Entry from the OMol25 dataset: a 2-piece molecular cluster, C4H12N2O2 overall at a distorted geometry (ωB97M-V/def2-TZVPD).

Geometry as ORCA input:
```
! wB97M-V def2-TZVPD RIJCOSX def2/J DEFGRID3
* xyz 0 1
C -1.46 0.39 0.28
C -0.22 -0.54 -0.04
C 0.88 -0.24 1.29
N 0.37 -0.14 -1.29
C 0.85 1.18 -1.54
N 1.69 1.27 -2.69
O 0.75 2.17 -0.83
H -1.95 -0.04 1.18
H -0.95 1.40 0.57
H -2.16 0.58 -0.51
H -0.38 -1.67 -0.03
H 1.63 -0.88 1.51
H 0.19 -0.07 2.08
H 1.48 0.58 1.08
H 0.66 -0.87 -2.00
H 1.55 0.55 -3.43
H 1.96 2.13 -3.05
O -1.70 -2.18 2.77
H -0.85 -1.83 2.38
H -2.35 -1.77 2.27
*
```

- LUMO level: 0.022 hartree
- E_HOMO: -9.519 eV
- Structure (SMILES): CC(C)NC(N)=O.O
- Kohn-Sham gap: 0.3719 hartree

Record order is preserved below.
Relative energy (zero: lowest compared OMol25 entry of this formula, charge and spin): 326.32; 273.74; 109.77; 348.27; 203.09 kJ/mol